A molecular structure, C32H31O10S3 at a distorted geometry. Source: the Open Molecules 2025 dataset; level of theory: ωB97M-V with the def2-TZVPD basis set.

```
76
Properties=species:S:1:pos:R:3:lowdin_charge:R:1
C -5.1385 -1.7260 0.5769 -0.07
C -3.8274 -1.3632 1.2047 -0.19
O -2.9085 -1.0088 0.0926 -0.03
C -2.1472 0.1161 0.1278 -0.47
C -0.9949 -0.0294 -0.8751 -0.16
O -0.2122 1.0058 -0.9840 -0.22
C -0.4652 2.3043 -1.6076 0.01
S -2.1160 -0.4331 -2.8015 0.82
C -2.2126 -0.0921 -4.7494 -0.22
C -3.3405 0.5821 -5.1766 -0.09
C -3.6522 0.6617 -6.5352 -0.09
C -2.7865 0.0894 -7.4652 -0.10
C -1.6123 -0.5597 -7.0388 -0.09
C -1.3340 -0.6563 -5.6689 -0.09
O -2.6282 -1.7977 -2.6591 -0.41
O -3.0368 0.6761 -2.4233 -0.45
O -2.2935 1.1403 0.7453 0.15
H -5.6655 -2.3310 1.2778 0.06
H -5.7438 -0.8556 0.3709 0.08
H -5.0391 -2.3439 -0.3122 0.08
H -3.8812 -0.4731 1.8603 0.13
H -3.4364 -2.2386 1.7490 0.11
H 0.3568 2.3825 -2.3669 0.11
H -1.4679 2.3945 -2.0363 0.08
H -0.3142 2.9751 -0.7636 0.07
H -3.9839 1.0872 -4.4799 0.10
H -4.5589 1.1945 -6.8325 0.10
H -3.0039 0.1558 -8.5350 0.10
H -0.9007 -0.9683 -7.7574 0.10
H -0.4170 -1.1339 -5.3313 0.10
C 6.3153 0.8542 -1.9402 -0.06
O 5.0149 0.6719 -2.6134 -0.12
C 4.0286 0.0474 -1.9453 -0.29
C 2.8052 -0.1549 -2.6565 0.00
C 1.7128 -0.7328 -2.0434 -0.04
C 1.6351 -0.7322 -0.6744 -0.19
C 0.3614 -0.7569 0.1436 -0.16
C 0.3762 -0.0848 1.4035 -0.40
S -0.2366 -0.7302 2.8374 0.67
C 0.7431 -2.1596 3.2441 -0.25
C 0.3338 -3.4292 2.8152 -0.06
C 0.9415 -4.5747 3.3369 -0.09
C 1.9400 -4.4638 4.3116 -0.10
C 2.3654 -3.1902 4.7141 -0.09
C 1.7669 -2.0420 4.1878 -0.05
O -0.0589 0.2344 3.8953 -0.30
O -1.5502 -1.2959 2.5769 -0.31
S 1.2445 1.5140 1.5883 0.78
C 0.5618 2.6253 2.8531 -0.27
C 1.2463 2.7732 4.0552 -0.08
C 0.7407 3.6149 5.0476 -0.08
C -0.4635 4.3046 4.8312 -0.10
C -1.1362 4.1629 3.6124 -0.08
C -0.6346 3.3080 2.6289 -0.05
O 2.5538 1.1400 2.1672 -0.37
O 1.2417 2.3216 0.3915 -0.31
C 2.8394 -0.5923 0.0133 -0.05
C 4.0648 -0.2298 -0.5623 0.00
H 6.8728 1.2308 -2.8163 0.09
H 6.2467 1.6224 -1.1263 0.10
H 6.7224 -0.1324 -1.5940 0.10
H 2.7466 0.1754 -3.6942 0.11
H 1.0102 -1.3451 -2.6093 0.12
H -0.3370 -1.6262 0.0458 0.15
H -0.4865 -3.5213 2.1027 0.11
H 0.6230 -5.5597 2.9879 0.10
H 2.3833 -5.3622 4.7484 0.10
H 3.1606 -3.0860 5.4533 0.10
H 2.0575 -1.0459 4.5262 0.11
H 2.1277 2.1653 4.2348 0.11
H 1.2652 3.6925 6.0053 0.10
H -0.8808 4.9284 5.6259 0.09
H -2.0772 4.6886 3.4398 0.10
H -1.2208 3.0907 1.7361 0.10
H 2.8121 -0.8176 1.0574 0.10
H 4.9830 -0.2555 0.0515 0.11
```

Its net charge is -1. Its multiplicity is 1. The calculation puts the lowest unoccupied orbital energy at 1.6 eV. Its HOMO-LUMO gap is 6.19 eV. The calculation puts the total energy at -3184.7182 hartree.